[1]
21
Properties=species:S:1:pos:R:3:lowdin_charge:R:1 method="wB97M-V/def2-TZVPD" charge=0 multiplicity=1 homo_lumo_gap_ev=11.0 smiles="C=CCCCC.O"
C 0.7064 0.1064 3.1844 -0.122
C 1.0305 0.5984 1.7763 -0.283
C -0.0432 0.2351 0.7508 -0.235
C 0.2455 0.8390 -0.6271 -0.223
C -0.8284 0.5730 -1.6459 -0.198
C -0.6087 0.2397 -2.9179 -0.024
O -0.7850 -2.7728 -1.9998 -0.072
H 1.4937 0.3831 3.8940 0.068
H 0.6009 -0.9843 3.2102 0.073
H -0.2353 0.5398 3.5420 0.072
H 1.1558 1.6905 1.7913 0.108
H 1.9944 0.1836 1.4520 0.110
H -0.1283 -0.8579 0.6676 0.118
H -1.0195 0.5950 1.1084 0.116
H 1.2107 0.4742 -1.0037 0.119
H 0.3520 1.9281 -0.5139 0.119
H -0.6323 -1.8170 -1.9784 -0.023
H -1.8575 0.6885 -1.2977 0.110
H -1.4231 0.0885 -3.6226 0.063
H 0.3999 0.1141 -3.3082 0.071
H -1.6283 -2.8451 -2.4617 0.035

[2]
21
Properties=species:S:1:pos:R:3:lowdin_charge:R:1 method="wB97M-V/def2-TZVPD" charge=0 multiplicity=1 homo_lumo_gap_ev=10.8 smiles="C=CCCCOC.[H][H]"
C -2.9480 0.0847 -0.4363 -0.037
C -2.0884 0.0579 0.5797 -0.207
C -1.1869 -1.1013 0.9122 -0.218
C 0.2376 -0.6899 1.2894 -0.188
C 1.0153 -0.0515 0.1516 -0.271
O 2.3204 0.1969 0.6167 -0.192
C 3.1425 0.7893 -0.3521 -0.125
H -3.0416 -0.7573 -1.1205 0.059
H -0.7733 0.9265 -2.9076 0.041
H -3.6008 0.9342 -0.6211 0.054
H -2.0226 0.9227 1.2442 0.107
H -1.6196 -1.6456 1.7653 0.116
H -1.1747 -1.8066 0.0703 0.113
H -0.9730 0.6814 -2.2340 0.007
H 0.7971 -1.5676 1.6320 0.118
H 0.2125 0.0140 2.1313 0.119
H 1.0378 -0.7238 -0.7260 0.127
H 0.5362 0.8873 -0.1784 0.113
H 3.2502 0.1490 -1.2423 0.088
H 4.1265 0.9321 0.1020 0.088
H 2.7528 1.7675 -0.6764 0.089

[3]
21
Properties=species:S:1:pos:R:3:lowdin_charge:R:1 method="wB97M-V/def2-TZVPD" charge=0 multiplicity=1 homo_lumo_gap_ev="8.1 / 8.1"
C -0.5383 2.6493 -1.0754 -0.100
O -0.1883 1.6433 -0.2990 -0.146
C -0.3969 0.3869 -0.5550 -0.180
C 0.0974 -0.6428 0.4282 -0.590
C 0.3771 -1.9410 -0.3456 -0.060
C 1.3797 -0.1581 1.1138 -0.049
C -0.9878 -0.9113 1.4927 -0.052
H 0.4988 1.6597 -2.4512 0.064
H -0.2581 3.6129 -0.6782 0.063
H -1.4280 2.5461 -1.6881 0.069
H 0.5940 0.8835 -2.3364 0.078
H -1.2252 0.1559 -1.2234 0.132
H -0.5174 -2.2893 -0.8773 0.084
H 0.6871 -2.7374 0.3423 0.086
H 1.1738 -1.7914 -1.0825 0.085
H 1.1999 0.7569 1.6876 0.085
H 2.1619 0.0535 0.3767 0.091
H 1.7516 -0.9257 1.8025 0.088
H -1.2137 0.0007 2.0576 0.087
H -0.6502 -1.6784 2.2016 0.084
H -1.9187 -1.2654 1.0321 0.084

[4]
21
Properties=species:S:1:pos:R:3:lowdin_charge:R:1 method="wB97M-V/def2-TZVPD" charge=0 multiplicity=1 homo_lumo_gap_ev=10.3 smiles="C=C(C)CCC.O"
C 0.6185 -0.2635 2.5832 -0.106
C 1.3731 -0.5430 1.2895 -0.251
C 0.4926 -0.4503 0.0062 -0.196
C -0.3795 0.8011 -0.0339 -0.373
C -1.6898 0.7263 0.1742 0.030
C 0.3606 2.1067 0.0765 -0.062
H -0.4551 -0.3822 2.4382 0.063
H 0.6646 0.7318 3.0292 0.074
H 0.9409 -0.9618 3.3622 0.069
H 2.2029 0.1626 1.1922 0.090
H 1.8278 -1.5298 1.2055 0.102
H 1.1744 -0.6634 -0.8307 0.110
H -0.0917 -1.3761 -0.1109 0.106
H -2.2687 1.6142 0.3900 0.063
H -2.1780 -0.2402 0.1291 0.060
H 1.3780 1.8999 0.4140 0.064
H 0.6100 2.5194 -0.9097 0.083
H -0.0734 2.8880 0.6894 0.080
H -0.8439 -1.1467 -3.0424 0.005
H -1.5458 -2.3918 -3.3765 0.036
O -0.7621 -1.8890 -3.6220 -0.047

The following energy values (in eV) correspond, in order, to the records above: -8496.0841; -8494.5449; -8492.4867; -8495.5682.
The following energy relative to the best compared isomer or geometry (same formula, charge and spin) values (in eV) correspond, in order, to the records above: 0.8082; 2.3474; 4.4056; 1.3241.